Entry 1:
DFT (ωB97M-V/def2-TZVPD) results for C20H33AsBF7N2O6PRbV as an isolated structure.

Computed properties:
- net charge = -1
- maximum force (Eh/bohr) = 0.166
- gap between HOMO and LUMO (eV) = 1.167

The geometry in XYZ format:
```
73
Properties=species:S:1:pos:R:3:forces:R:3:lowdin_charge:R:1
Rb 0.714 -0.622 1.321 1.7 -1.9 8.2 1.07
As 0.871 7.238 -4.274 -0.1 -0.1 0.1 0.68
V 1.587 -7.947 7.216 -0.2 -0.1 0.3 0.87
P -0.099 0.743 -0.975 0.9 1.4 -1.6 0.58
F 1.863 8.639 -4.073 0.1 0.1 0.0 -0.26
F 1.703 6.828 -5.736 0.0 0.0 -0.1 -0.27
F 5.041 1.780 0.026 -0.3 0.0 0.2 -0.55
F -0.138 5.812 -4.453 -0.1 -0.1 0.0 -0.30
F 1.994 6.284 -3.355 0.1 -0.1 0.1 -0.27
F 0.017 7.612 -2.802 -0.1 0.0 0.1 -0.28
F -0.285 8.160 -5.176 -0.1 0.0 -0.1 -0.27
O 1.789 -4.160 5.917 0.0 0.0 0.1 0.10
O 0.190 -8.714 6.726 -0.1 0.0 -0.2 -0.68
O 3.019 -7.136 7.591 0.3 0.1 -0.1 -0.67
O -5.739 -0.012 -0.499 0.0 0.0 -0.1 -0.15
O -0.749 -1.200 -3.254 0.6 1.0 0.1 0.16
O 1.448 -3.762 3.840 0.0 0.2 -0.3 0.02
N 4.143 0.486 -3.049 -0.2 -0.2 -0.2 0.09
N 2.126 -4.203 4.759 0.0 0.0 0.0 -0.35
C -2.469 -1.117 -1.403 0.3 0.2 0.3 -0.02
C -6.201 0.962 1.605 -0.1 -0.1 0.0 -0.16
C -1.183 2.227 -3.371 0.0 -0.1 -0.2 -0.08
C 1.563 0.667 -1.900 -0.4 0.4 -0.2 -0.35
C 5.801 -6.018 3.815 0.0 0.0 0.0 -0.07
C -0.032 3.537 -1.589 0.0 0.2 -0.1 -0.25
C -5.284 1.009 0.389 0.0 0.0 0.1 -0.21
C -0.877 2.301 -1.890 -0.5 0.9 -0.2 -0.38
C -0.432 4.292 -0.324 0.1 -0.2 0.1 -0.07
C 3.826 -4.850 3.108 0.0 0.0 -0.1 -0.02
C 5.034 -5.449 2.803 0.0 0.0 0.0 -0.07
C 2.702 0.636 -1.118 -0.1 -0.3 -0.3 -0.10
C 3.416 -4.827 4.431 0.0 0.0 0.0 -0.14
C 4.161 -5.378 5.455 0.0 0.1 0.2 -0.01
C 5.366 -5.982 5.130 0.0 0.0 -0.1 -0.05
C 1.772 0.629 -3.267 -0.7 -0.2 -0.2 -0.07
C 3.051 0.554 -3.798 0.2 0.1 0.1 -0.11
C -6.667 -0.866 0.174 -0.1 0.0 0.0 -0.20
C 3.945 0.486 -1.738 1.2 0.0 0.3 -0.13
C -6.562 -0.524 1.656 0.1 0.0 0.0 -0.17
B -1.144 -0.638 -2.096 -1.1 -1.0 -0.4 -0.50
H -5.308 1.970 -0.125 0.0 0.0 -0.1 0.12
H -1.475 4.109 -0.064 -0.1 0.0 0.0 0.07
H -7.673 -0.665 -0.209 0.0 0.0 0.0 0.12
H 0.181 4.025 0.536 0.0 0.0 0.1 0.07
H -5.753 -1.091 2.119 0.0 0.0 0.0 0.11
H 5.956 -6.431 5.917 0.0 0.0 0.0 0.11
H -1.238 0.710 0.010 0.1 -0.2 0.0 -0.03
H -2.202 -1.491 -0.408 -0.1 0.0 0.1 0.07
H -5.719 1.329 2.509 0.0 0.0 0.0 0.11
H -0.201 4.203 -2.441 0.2 0.0 -0.1 0.11
H 4.818 0.422 -1.091 0.0 -0.1 0.0 0.08
H -1.724 1.341 -3.702 0.0 -0.1 0.0 0.07
H 2.738 0.673 -0.044 0.0 0.3 0.4 0.06
H 6.742 -6.494 3.570 0.0 0.0 0.0 0.11
H 0.630 1.608 -0.037 -0.1 0.0 0.1 0.03
H -0.328 5.362 -0.497 0.1 0.0 0.1 0.08
H -1.813 2.427 -1.337 -0.1 -0.5 0.1 0.10
H 3.181 0.544 -4.872 0.1 0.0 -0.1 0.11
H -2.900 -1.957 -1.944 -0.2 0.1 -0.1 0.08
H -3.204 -0.334 -1.229 -0.1 0.0 -0.1 0.06
H 3.813 -5.370 6.479 -0.1 -0.1 0.0 0.08
H 0.937 0.629 -3.947 0.0 0.0 -0.1 0.09
H -7.095 1.562 1.427 0.0 0.0 0.0 0.12
H -6.415 -1.903 -0.046 0.0 0.0 0.0 0.12
H 0.434 -0.405 -0.278 -1.3 0.6 -6.2 -0.25
H -1.828 3.078 -3.599 0.0 0.0 0.0 0.10
H 1.038 3.324 -1.592 0.1 0.0 -0.1 0.12
H -0.299 2.373 -3.986 0.1 -0.1 0.0 0.09
H -4.246 0.792 0.670 0.0 0.1 0.0 0.11
H -1.437 -1.193 -3.929 -0.1 -0.5 0.0 0.13
H 3.213 -4.411 2.337 -0.1 0.0 0.0 0.11
H -7.480 -0.734 2.201 0.0 0.0 0.0 0.11
H 5.375 -5.478 1.778 0.0 0.0 0.0 0.11
```
Forces are in eV/Å.

---

Entry 2:
DFT (ωB97M-V/def2-TZVPD) results for one molecule with the formula C3H7N2P.

Computed properties:
- net charge = 0
- maximum force (Eh/bohr) = 0.060
- gap between HOMO and LUMO (alpha / beta) (eV) = 7.644 / 7.961
- energy relative to the best compared isomer or geometry (same formula, charge and spin) (kJ/mol) = 318.9

The geometry in XYZ format:
```
13
Properties=species:S:1:pos:R:3:forces:R:3:nbo_charge:R:1
P 2.248 1.640 0.742 -1.3 2.1 1.1 0.55
N 0.543 -0.149 1.303 0.5 -1.0 0.7 -0.14
N 1.309 0.311 0.420 -0.7 -1.5 -1.0 -0.54
C -0.976 -0.717 -1.193 1.5 -0.1 -0.4 -0.30
C -0.452 -0.895 1.345 -1.9 -0.4 -1.9 0.04
C -1.572 -1.154 0.029 0.8 2.8 1.0 -0.52
H 1.112 2.572 0.430 1.4 -0.2 0.3 -0.06
H -1.842 -2.146 -0.033 -0.4 -2.4 0.5 0.22
H 2.794 1.702 -0.498 0.5 0.2 -1.2 -0.05
H -0.325 -1.414 -1.785 -0.8 1.0 0.5 0.19
H -0.850 0.359 -1.262 0.1 -0.2 -0.7 0.18
H -2.464 -0.540 0.265 0.5 -0.3 0.2 0.22
H -0.613 -1.579 2.143 -0.1 -0.1 0.8 0.20
```
Forces are in eV/Å.

---

Entry 3:
DFT (ωB97M-V/def2-TZVPD) results for a 4-piece molecular cluster, C35H43BrNO8S2 overall.

Computed properties:
- net charge = -1
- maximum force (Eh/bohr) = 0.031
- gap between HOMO and LUMO (eV) = 2.044
- energy relative to the best compared isomer or geometry (same formula, charge and spin) (kJ/mol) = 24.0

The geometry in XYZ format:
```
90
Properties=species:S:1:pos:R:3:forces:R:3:lowdin_charge:R:1
Br -0.965 4.946 -2.742 -0.1 0.2 0.0 0.43
S 3.349 -2.204 0.138 0.4 -0.3 -0.1 0.64
S 2.224 0.069 -1.324 0.1 0.0 0.2 0.90
O 4.128 -2.893 -3.881 0.0 0.0 0.0 0.11
O -1.314 -5.372 0.132 -0.1 -0.1 0.0 0.10
O 0.991 -8.532 3.695 0.0 0.0 0.0 0.10
O -0.370 -2.431 -3.204 0.2 0.1 -0.1 -0.11
O -3.493 4.667 1.883 -0.2 0.1 0.3 0.10
O 0.462 0.442 2.879 0.0 0.1 -0.1 -0.21
O -6.271 9.162 1.528 0.0 0.0 0.0 0.08
O 9.189 -1.333 -3.920 0.0 0.0 0.0 0.09
N 0.869 -2.269 -0.648 0.0 1.0 -1.2 -0.15
C -2.296 0.614 0.643 -0.8 -0.1 0.3 -0.21
C 5.973 -2.118 -2.635 0.0 0.0 0.0 0.03
C 7.246 -1.729 -2.646 0.0 0.0 -0.1 0.02
C 8.028 -1.685 -3.905 0.0 0.0 0.0 -0.39
C -3.464 6.984 1.509 0.0 0.1 0.0 0.04
C 0.656 -6.335 2.915 0.0 0.0 0.0 0.02
C 1.180 1.197 -0.349 -0.5 0.3 -0.3 -0.47
C 2.034 -1.538 -0.570 -0.1 -0.2 0.5 -1.08
C 5.283 -2.527 -3.885 0.0 0.0 0.0 -0.38
C 7.337 -2.090 -5.156 0.0 0.0 0.0 0.01
C -5.606 5.705 1.982 0.0 0.0 0.0 0.02
C -5.631 8.132 1.605 0.0 0.0 0.0 -0.39
C -0.979 -7.571 0.908 0.0 0.0 0.0 0.02
C -0.790 -6.098 0.948 0.1 0.1 0.1 -0.38
C -0.156 -3.608 -2.466 -0.2 -0.1 -0.2 -0.20
C -6.300 6.838 1.892 0.0 0.0 0.0 0.01
C 1.359 1.484 3.244 -0.2 -0.4 0.1 -0.08
C -2.866 0.046 1.954 0.2 0.0 -0.1 -0.20
C 6.066 -2.479 -5.148 0.0 0.0 0.0 0.02
C 1.745 2.620 -0.466 0.2 -0.6 0.0 -0.29
C 1.098 3.421 -1.584 0.2 0.5 -0.2 -0.39
C 0.969 -3.504 -1.460 -0.1 -0.7 0.9 -0.15
C -4.133 5.692 1.803 0.2 0.0 -0.2 -0.37
C 0.073 -5.541 2.020 0.0 0.0 0.0 0.03
C -2.160 2.671 -0.861 -0.3 -0.3 0.1 -0.25
C -0.377 -1.541 -0.926 0.1 -0.4 0.2 -0.17
C -4.161 8.115 1.418 0.0 0.0 0.0 0.02
C 0.465 -7.806 2.880 0.0 0.0 0.0 -0.39
C -0.862 0.635 3.347 0.1 -0.1 -0.1 -0.23
C -2.944 1.926 0.223 0.5 0.1 0.1 -0.21
C -0.397 -8.362 1.804 0.0 0.0 0.0 0.02
C -0.034 4.285 -1.065 0.2 -0.3 0.4 -0.65
C -1.746 -0.501 2.831 -0.1 0.4 0.3 -0.17
C -1.049 3.522 -0.228 -0.6 0.4 -0.4 -0.34
C -0.673 -1.299 -2.395 -0.1 0.1 0.0 -0.18
H -2.864 3.315 -1.378 0.1 0.2 -0.2 0.07
H 0.121 -4.376 -3.184 0.0 -0.1 -0.1 0.13
H 1.852 4.097 -1.990 0.1 0.0 -0.2 0.08
H -3.696 9.067 1.201 0.0 0.0 0.0 0.12
H -1.225 0.758 0.778 0.0 0.1 -0.1 0.07
H -6.072 4.750 2.188 0.0 0.0 0.0 0.12
H 1.593 3.109 0.495 0.0 0.3 0.0 0.09
H -2.474 -0.133 -0.131 0.3 0.0 -0.2 0.10
H -0.518 -9.438 1.797 0.0 0.0 0.0 0.12
H 0.202 -4.465 2.020 0.0 0.0 0.0 0.13
H -1.178 -2.155 -0.515 -0.1 -0.1 0.2 0.13
H -2.958 2.589 1.090 -0.2 0.0 0.1 0.08
H 7.927 -2.048 -6.063 0.0 0.0 0.0 0.12
H -0.397 -0.617 -0.363 0.1 -0.1 -0.1 0.06
H -1.780 1.970 -1.611 0.1 -0.1 -0.1 0.10
H -0.118 -0.458 -2.795 0.2 0.1 0.0 0.10
H -3.605 -0.734 1.770 -0.1 0.0 -0.1 0.10
H -1.577 4.262 0.371 -0.2 0.0 0.3 0.07
H -0.861 0.674 4.440 0.0 0.0 0.1 0.12
H 0.875 -4.371 -0.805 0.1 -0.1 0.1 0.10
H 1.292 -5.953 3.703 0.0 0.0 0.0 0.12
H -7.374 6.874 2.020 0.0 0.0 0.0 0.12
H 5.382 -2.156 -1.727 -0.1 0.0 0.0 0.06
H -1.071 -3.961 -1.986 -0.2 0.1 0.1 0.11
H -1.733 -1.042 -2.481 -0.2 -0.1 0.0 0.12
H 0.821 2.346 3.629 0.0 0.2 -0.1 0.09
H -1.106 -1.164 2.253 0.0 -0.3 0.0 0.11
H -2.161 -1.042 3.680 0.0 -0.3 0.0 0.10
H 7.768 -1.428 -1.747 0.0 0.0 0.0 0.12
H -0.521 2.886 0.491 0.2 0.1 0.1 0.08
H 1.941 -3.587 -1.933 0.1 0.4 -0.1 0.10
H 2.820 2.533 -0.619 0.2 0.1 0.1 0.08
H -3.381 0.845 2.487 -0.1 0.0 0.2 0.11
H 1.091 0.857 0.681 0.2 -0.2 0.0 0.05
H -3.978 1.748 -0.075 -0.1 0.0 0.0 0.11
H 5.542 -2.779 -6.047 0.0 0.0 0.0 0.12
H 0.181 1.199 -0.779 0.0 0.0 0.0 0.04
H 2.040 1.121 4.014 0.1 0.0 0.1 0.08
H -1.610 -7.951 0.115 0.0 0.0 0.0 0.12
H 0.833 2.753 -2.422 0.0 -0.3 0.0 0.08
H 1.933 1.762 2.366 0.1 0.1 0.0 0.07
H -2.390 6.943 1.367 0.0 0.0 0.0 0.13
H -1.248 1.591 2.979 0.0 0.2 0.0 0.12
```
Forces are in eV/Å.

---

Entry 4:
DFT (ωB97M-V/def2-TZVPD) results for C6H18INO4Pd as an isolated structure.

Computed properties:
- 2S+1 = 4
- net charge = +1
- ⟨S²⟩ = 3.769
- maximum force (Eh/bohr) = 0.051
- gap between HOMO and LUMO (alpha / beta) (eV) = 9.445 / 5.415

The geometry in XYZ format:
```
31
Properties=species:S:1:pos:R:3:forces:R:3:nbo_charge:R:1
I 3.150 -1.471 -1.328 -0.7 0.1 0.1 -0.31
Pd 0.407 -1.111 -0.779 1.4 -0.3 2.2 1.06
O -1.876 -0.582 -0.059 -0.4 -0.4 -0.1 -0.77
O -0.095 -3.201 -0.504 0.3 1.2 -0.5 -0.49
O 0.554 1.140 -0.393 1.3 0.0 -1.9 -0.57
O -0.712 -0.351 -2.602 0.3 0.1 -0.8 -0.74
N 0.787 -0.932 1.525 0.6 1.0 0.3 -0.81
C 1.198 1.969 -1.446 -0.3 0.5 0.5 -0.26
C 1.220 0.581 3.414 0.0 0.0 -1.6 -0.64
C -2.708 -0.428 -1.208 1.0 -0.7 -1.4 -0.09
C -1.859 -1.109 -2.358 -1.7 0.6 1.1 -0.08
C 0.557 0.463 1.948 -0.5 0.9 1.3 -0.06
C 1.050 1.481 0.885 -0.8 -0.7 2.0 -0.09
H 0.555 2.423 1.122 0.7 0.4 0.3 0.20
H -0.510 0.612 2.116 -0.2 -0.1 -0.2 0.18
H 2.126 1.454 1.058 0.3 0.5 -1.0 0.20
H -0.587 -3.192 -1.348 0.1 -0.9 0.2 0.43
H 1.761 -0.939 1.792 0.9 -1.0 -0.9 0.38
H -3.667 -0.946 -1.219 -0.1 0.0 0.7 0.20
H -0.989 0.304 -3.246 0.7 0.4 -0.1 0.51
H 0.934 1.484 3.954 0.0 -0.2 0.0 0.24
H 2.242 1.738 -1.660 0.0 -0.5 0.5 0.22
H -2.840 0.641 -1.374 -0.2 0.0 -0.4 0.19
H 0.672 1.943 -2.400 -0.4 -0.6 0.4 0.20
H -1.524 -2.061 -1.945 -0.6 0.0 -0.4 0.14
H 2.304 0.479 3.379 0.3 0.6 -0.4 0.22
H 1.011 -0.334 3.969 -0.8 0.2 0.2 0.22
H 0.416 -1.386 2.347 -0.7 -1.2 -0.4 0.39
H -2.324 -0.402 0.770 -0.2 0.1 0.0 0.51
H 1.142 3.007 -1.118 0.0 0.0 0.2 0.20
H -2.397 -1.270 -3.292 -0.3 -0.1 0.2 0.21
```
Forces are in eV/Å.

---

Entry 5:
DFT (ωB97M-V/def2-TZVPD) results for one molecule with the formula C4H7NO.

Computed properties:
- net charge = 0
- SMILES string = O=C1CCCN1
- maximum force (Eh/bohr) = 0.036
- gap between HOMO and LUMO (eV) = 10.496
- energy relative to the best compared isomer or geometry (same formula, charge and spin) (kJ/mol) = 36.9

The geometry in XYZ format:
```
13
Properties=species:S:1:pos:R:3:forces:R:3:nbo_charge:R:1
O 2.347 0.922 -0.465 0.4 -0.8 -0.1 -0.63
N 0.209 1.292 -0.022 0.3 -0.1 0.0 -0.64
C 0.724 -0.964 -0.222 0.1 -0.1 0.0 -0.51
C -0.687 -0.825 0.375 0.0 0.0 0.0 -0.40
C -1.104 0.654 0.108 0.1 -0.1 0.0 -0.21
C 1.242 0.458 -0.252 0.1 -0.1 0.0 0.67
H -1.396 -1.547 -0.045 0.1 0.3 0.0 0.22
H 0.655 2.196 -0.168 -1.7 0.6 0.2 0.43
H -1.722 0.722 -0.800 0.3 0.1 0.1 0.19
H -0.656 -1.015 1.453 0.0 0.1 -0.1 0.21
H 0.707 -1.334 -1.253 0.0 0.0 0.1 0.23
H -1.714 1.040 0.935 0.4 0.1 -0.2 0.20
H 1.397 -1.599 0.355 -0.1 0.0 -0.1 0.24
```
Forces are in eV/Å.

---

Entry 6:
DFT (ωB97M-V/def2-TZVPD) results for C19H23BrClF6InNO7 as an isolated structure.

Computed properties:
- net charge = -1
- maximum force (Eh/bohr) = 0.012
- gap between HOMO and LUMO (eV) = 5.508
- energy relative to the best compared isomer or geometry (same formula, charge and spin) (kJ/mol) = 0.0

The geometry in XYZ format:
```
59
Properties=species:S:1:pos:R:3:forces:R:3:lowdin_charge:R:1
In 0.125 1.684 1.209 0.3 0.1 -0.4 0.52
Br 2.012 0.388 -1.366 0.0 0.0 -0.2 0.60
Cl -0.319 0.932 3.482 0.0 0.0 0.0 -0.08
F -1.966 1.690 -1.814 0.1 -0.1 -0.1 0.11
F -5.886 0.510 -0.409 -0.1 -0.2 -0.1 0.15
F -4.456 1.350 -2.162 0.0 -0.1 -0.2 0.14
F -4.203 3.295 -1.255 0.0 0.2 0.0 0.15
F -6.125 2.617 0.089 -0.1 0.1 0.0 0.11
F -2.686 0.302 -0.277 0.0 -0.1 0.1 0.11
O -4.784 0.192 1.949 0.1 0.2 -0.1 0.19
O -4.481 2.393 2.203 -0.4 -0.3 0.4 0.15
O -0.153 -4.469 0.353 0.0 -0.2 0.0 0.11
O -2.308 3.531 0.693 -0.1 0.2 0.0 0.01
O -3.444 -4.525 -3.009 0.0 0.0 0.0 0.12
O -3.737 -7.052 -2.527 0.0 0.0 0.0 0.09
O -0.412 -6.994 0.798 0.0 0.0 0.0 0.11
N 5.822 4.138 -2.001 -0.1 0.0 0.0 -0.03
C -1.775 -4.322 -1.361 0.1 0.1 0.0 0.09
C 2.814 3.162 1.950 0.0 0.2 0.0 -0.31
C -4.124 1.980 -1.013 0.0 -0.2 0.1 -0.36
C -1.196 -6.487 -0.138 0.0 0.0 0.0 -0.23
C 3.938 2.662 1.037 0.0 0.0 0.2 -0.24
C -2.092 -7.196 -0.840 0.0 -0.1 0.0 0.07
C -1.857 2.454 0.382 -0.1 -0.1 0.3 -0.27
C -0.989 -5.001 -0.353 -0.1 0.1 -0.1 -0.30
C -2.673 1.606 -0.657 0.1 0.2 -0.1 -0.44
C -2.669 -5.033 -2.062 0.0 0.0 0.0 -0.23
C 0.730 -0.112 0.049 -0.3 -0.1 0.5 -0.74
C 4.122 3.474 -0.247 0.1 0.1 0.0 -0.24
C -2.887 -6.515 -1.836 0.0 -0.1 0.1 -0.31
C -4.809 1.296 1.509 0.1 0.1 -0.1 -0.43
C -5.230 1.580 0.040 0.0 0.1 0.2 -0.34
C 5.590 3.623 -0.643 -0.1 0.0 -0.2 -0.31
C 2.631 -1.743 0.860 0.0 -0.1 0.2 -0.16
C 1.165 -1.321 0.910 0.1 0.0 -0.1 -0.37
C 1.466 3.404 1.253 -0.2 -0.2 0.2 -0.29
H 2.764 -2.643 1.469 0.0 0.0 0.0 0.07
H 0.935 -1.088 1.954 -0.1 -0.1 -0.1 0.04
H 2.964 -1.977 -0.152 0.0 0.1 0.0 0.04
H -3.992 -5.267 -3.332 0.0 0.0 0.0 0.12
H 1.583 3.741 0.220 0.1 0.1 0.1 0.03
H 0.119 -6.240 1.133 0.0 0.0 0.0 0.12
H 0.547 -2.181 0.639 0.1 0.0 0.0 0.07
H 6.091 4.304 0.053 0.0 -0.2 0.1 0.11
H 3.287 -0.975 1.280 0.0 0.0 -0.1 0.06
H 3.162 4.092 2.424 0.0 0.0 -0.1 0.10
H 3.585 3.017 -1.085 -0.1 0.0 0.1 0.08
H -4.943 3.175 1.870 0.3 0.0 -0.3 0.13
H 5.221 4.945 -2.146 0.1 0.0 0.0 0.06
H -0.143 -0.405 -0.533 0.1 0.0 -0.1 -0.01
H 2.687 2.450 2.774 0.1 0.1 0.0 0.09
H 3.694 4.475 -0.100 0.0 0.0 -0.1 0.11
H -2.248 -8.255 -0.692 0.0 0.0 0.0 0.13
H 0.919 4.194 1.776 0.0 0.0 0.0 0.04
H 3.781 1.603 0.805 0.0 0.1 -0.1 0.08
H 6.078 2.646 -0.577 0.1 0.1 0.1 0.11
H -1.615 -3.263 -1.512 0.0 0.0 0.0 0.14
H 4.877 2.715 1.605 -0.1 -0.1 0.0 0.10
H 5.496 3.445 -2.668 0.0 0.0 0.0 0.06
```
Forces are in eV/Å.